[1]
Formula: C24H26NO2
Source: the Open Molecules 2025 dataset
Level of theory: wB97M-V/def2-TZVPD

The HOMO-LUMO gap comes out at 7.08 eV. Its HOMO energy is -0.401 Eh. Its net charge is +1. The energy above the lowest of the compared OMol25 structures with the same formula, charge and spin comes out at 0.142 eV. The SMILES is C1=C(c2ccccc2)Oc2ccccc2[C@@H]1[C@H]1CCCC1=[N+]1CCOCC1. The value obtained for the max |F| is 2.2 eV/A. For the total energy, the calculation gives -30887.9508 eV.

XYZ file:
```
53
C24H26NO2, DFT wB97M-V/def2-TZVPD
C -0.903 0.218 -0.979
C 0.029 0.886 -1.695
C 0.624 0.444 -2.938
C 0.217 -0.743 -3.589
C 0.924 -1.218 -4.695
C 2.031 -0.502 -5.186
C 2.395 0.711 -4.580
C 1.690 1.189 -3.484
O 0.618 2.019 -1.195
C -0.033 2.749 -0.217
C 0.407 4.065 -0.048
C -0.310 4.892 0.813
C -1.426 4.391 1.501
C -1.816 3.066 1.345
C -1.120 2.219 0.465
C -1.573 0.791 0.210
C -1.536 -0.066 1.435
C -2.994 -0.508 1.819
C -3.161 -1.993 1.461
C -1.739 -2.582 1.373
C -0.827 -1.407 1.321
N 0.475 -1.578 1.483
C 1.321 -0.412 1.847
C 2.804 -0.727 1.681
O 3.168 -1.981 2.273
C 2.479 -3.065 1.644
C 0.966 -2.955 1.763
H -1.227 -0.755 -1.348
H -0.658 -1.264 -3.203
H 0.612 -2.144 -5.178
H 2.595 -0.884 -6.035
H 3.234 1.295 -4.962
H 1.974 2.138 -3.038
H 1.264 4.419 -0.616
H 0.004 5.925 0.948
H -1.996 5.047 2.160
H -2.686 2.667 1.877
H -2.632 0.872 -0.083
H -1.094 0.514 2.263
H -3.761 0.126 1.356
H -3.113 -0.399 2.902
H -3.735 -2.519 2.231
H -3.712 -2.110 0.521
H -1.549 -3.184 2.284
H -1.619 -3.279 0.530
H 1.057 0.443 1.211
H 1.129 -0.135 2.905
H 3.054 -0.688 0.601
H 3.395 0.017 2.234
H 2.744 -3.150 0.573
H 2.820 -3.950 2.195
H 0.674 -3.247 2.792
H 0.514 -3.659 1.051
```

[2]
Formula: C24H27BrCrN5O3S
Source: the Open Molecules 2025 dataset
Level of theory: wB97M-V/def2-TZVPD

The HOMO-LUMO gap (spin up / spin down) comes out at 8.02 / 8.09 eV. Its HOMO energy (spin up / spin down) is -0.376 / -0.385 Eh. Its net charge is +1. The multiplicity is 5. The energy above the lowest of the compared OMol25 structures with the same formula, charge and spin comes out at 0.000 eV. The value obtained for the max |F| is 1.0 eV/A. For the total energy, the calculation gives -148216.4203 eV.

XYZ file:
```
62
C24H27BrCrN5O3S, DFT wB97M-V/def2-TZVPD
Cr 0.244 -0.904 -1.249
N -1.334 -2.415 -1.452
C -1.263 -3.527 -2.424
C -0.927 -3.027 -3.821
C 0.524 -2.610 -4.003
N 0.838 -1.320 -3.326
H -1.493 -2.787 -0.522
H -2.153 -1.840 -1.648
H -2.198 -4.086 -2.442
H -0.484 -4.211 -2.084
H -1.587 -2.189 -4.079
H -1.146 -3.819 -4.538
H 0.758 -2.539 -5.064
H 1.180 -3.369 -3.575
H 0.353 -0.572 -3.817
H 1.825 -1.123 -3.452
C -1.385 5.813 2.942
C -1.497 4.491 2.227
C -0.371 3.714 1.965
C -0.478 2.489 1.320
C -1.735 2.041 0.928
C -2.875 2.793 1.190
C -2.746 4.010 1.833
S -1.930 0.508 0.088
O -3.204 -0.034 0.474
O -1.729 0.735 -1.348
N -0.674 -0.406 0.480
C -0.623 -1.135 1.687
C -1.313 -0.859 2.842
C -1.168 -1.668 3.991
C -0.339 -2.748 4.001
C 0.391 -3.066 2.833
C 1.270 -4.170 2.763
C 1.948 -4.431 1.610
C 1.750 -3.579 0.509
N 0.944 -2.545 0.523
C 0.254 -2.267 1.676
H -0.345 6.079 3.127
H -1.900 5.773 3.905
H -1.847 6.614 2.361
H 0.605 4.066 2.282
H 0.398 1.876 1.146
H -3.850 2.418 0.898
H -3.634 4.599 2.040
H -1.988 -0.015 2.882
H -1.735 -1.417 4.879
H -0.233 -3.367 4.883
H 1.394 -4.801 3.636
H 2.628 -5.270 1.530
H 2.285 -3.765 -0.422
O 3.934 4.117 -1.930
C 3.100 3.088 -1.789
C 1.716 3.195 -1.828
C 0.963 2.058 -1.664
N 1.489 0.833 -1.459
C 2.823 0.768 -1.438
Br 3.599 -0.938 -1.216
C 3.670 1.835 -1.596
H 3.451 4.942 -2.063
H 1.225 4.150 -1.974
H -0.118 2.106 -1.662
H 4.743 1.711 -1.571
```

[3]
Formula: C24H27Cl2N8O2PmS
Source: the Open Molecules 2025 dataset
Level of theory: wB97M-V/def2-TZVPD

The HOMO-LUMO gap (spin up / spin down) comes out at 9.52 / 9.53 eV. Its HOMO energy (spin up / spin down) is -0.529 / -0.529 Eh. Its net charge is +2. The multiplicity is 5. The energy above the lowest of the compared OMol25 structures with the same formula, charge and spin comes out at 0.000 eV. The value obtained for the max |F| is 1.8 eV/A. For the total energy, the calculation gives -93769.1306 eV.

XYZ file:
```
65
C24H27Cl2N8O2PmS, DFT wB97M-V/def2-TZVPD
Pm -0.130 0.251 -0.118
C -2.846 -1.535 0.529
C -2.735 -1.383 2.048
C -2.270 -0.056 2.605
C -2.928 0.496 3.698
C -2.471 1.678 4.252
C -1.352 2.292 3.705
C -0.761 1.695 2.617
N -1.201 0.550 2.072
N -1.584 -1.840 -0.195
C -0.963 -3.092 0.286
C 0.023 -2.916 1.411
C 0.326 -3.988 2.237
C 1.267 -3.823 3.237
C 1.866 -2.580 3.391
C 1.503 -1.566 2.531
N 0.605 -1.721 1.546
C -1.891 -2.012 -1.634
C -0.638 -1.982 -2.478
C -0.589 -2.645 -3.692
C 0.553 -2.543 -4.469
C 1.624 -1.795 -4.002
C 1.506 -1.178 -2.773
N 0.398 -1.261 -2.021
H -3.269 -0.623 0.097
H -3.561 -2.342 0.332
H -2.105 -2.171 2.468
H -3.733 -1.567 2.446
H -3.794 -0.005 4.108
H -2.979 2.117 5.100
H -0.955 3.212 4.109
H 0.116 2.147 2.157
H -0.424 -3.546 -0.549
H -1.743 -3.804 0.579
H -0.175 -4.937 2.095
H 1.522 -4.645 3.892
H 2.597 -2.399 4.165
H 1.942 -0.581 2.632
H -2.548 -1.204 -1.961
H -2.424 -2.954 -1.803
H -1.437 -3.229 -4.022
H 0.610 -3.049 -5.423
H 2.536 -1.700 -4.572
H 2.327 -0.605 -2.357
C 2.212 5.379 -2.138
C 2.805 4.306 -1.308
N 3.966 4.326 -0.742
N 4.059 3.136 -0.085
C 2.989 2.356 -0.229
S 2.699 0.815 0.391
N 2.177 3.105 -1.025
N 0.937 2.634 -1.443
H 2.941 6.176 -2.254
H 1.320 5.790 -1.661
H 1.937 5.007 -3.125
H 4.899 2.915 0.430
H 0.942 2.502 -2.453
H 0.212 3.305 -1.196
Cl -4.097 1.440 -2.939
C -3.474 2.200 -1.487
Cl -4.504 1.866 -0.077
C -2.050 1.747 -1.157
O -1.511 2.205 -0.121
O -1.454 0.905 -1.889
H -3.484 3.278 -1.629
```

[4]
Formula: C24H27F16N2O5S2
Source: the Open Molecules 2025 dataset
Level of theory: wB97M-V/def2-TZVPD

The HOMO-LUMO gap comes out at 5.52 eV. Its HOMO energy is -0.406 Eh. Its net charge is +1. The energy above the lowest of the compared OMol25 structures with the same formula, charge and spin comes out at 0.000 eV. The value obtained for the max |F| is 4.8 eV/A. For the total energy, the calculation gives -103680.8983 eV.

XYZ file:
```
76
C24H27F16N2O5S2, DFT wB97M-V/def2-TZVPD
O 3.169 -1.351 -3.388
C 2.051 -1.880 -3.272
O 1.664 -2.431 -1.998
C 0.946 -1.971 -4.426
C -0.084 -3.124 -4.374
C -1.172 -3.151 -5.494
N -1.207 -2.138 -6.514
C -0.278 -1.043 -6.628
C 0.843 -0.912 -5.578
C 1.831 0.331 -5.680
C 1.820 1.320 -4.417
C 0.485 1.310 -3.545
S -0.836 2.440 -4.266
C -2.473 1.903 -3.522
S -2.504 1.421 -1.919
N -3.607 1.924 -4.455
C -3.245 0.951 -5.547
C -4.485 0.020 -5.950
O -4.810 -0.790 -4.802
C -5.189 0.008 -3.648
C -4.903 1.589 -3.801
H 0.804 -1.989 -1.778
H -0.074 -3.913 -3.535
H -1.963 -3.965 -5.484
H -1.965 -2.177 -7.218
H -0.366 -0.261 -7.447
H 1.522 0.929 -6.619
H 2.927 0.024 -5.882
H 2.718 1.151 -3.740
H 1.932 2.389 -4.842
H 0.755 1.788 -2.526
H 0.050 0.285 -3.304
H -2.747 1.502 -6.414
H -2.448 0.241 -5.092
H -5.348 0.665 -6.341
H -4.138 -0.639 -6.827
H -6.341 -0.091 -3.553
H -4.775 -0.422 -2.663
H -5.077 2.147 -2.807
H -5.730 1.987 -4.507
C 0.024 0.083 2.270
C -1.144 -0.005 1.263
C -2.280 1.006 1.462
F -2.874 0.894 2.661
F -3.258 0.813 0.533
F -1.615 -1.276 1.247
F -0.611 0.209 0.022
O 0.002 -0.818 3.387
C -0.767 -0.441 4.511
C -1.970 -1.363 4.752
F -2.775 -1.435 3.670
F -2.730 -0.904 5.774
F -1.108 0.856 4.401
F 0.069 -0.515 5.575
H 0.920 -0.212 1.715
H 0.222 1.111 2.584
H -1.917 2.031 1.349
H -1.641 -2.377 4.992
C 3.507 -0.017 8.531
C 2.943 1.300 7.955
C 2.466 1.248 6.501
F 3.442 0.908 5.640
F 2.017 2.469 6.107
F 3.857 2.283 8.136
F 1.870 1.642 8.728
O 4.933 -0.185 8.526
C 5.529 -0.654 7.334
C 6.437 0.389 6.670
F 5.780 1.540 6.412
F 6.905 -0.067 5.481
F 4.571 -1.124 6.510
F 6.273 -1.728 7.687
H 3.249 -0.012 9.594
H 2.995 -0.896 8.129
H 1.641 0.542 6.385
H 7.289 0.626 7.310
```

[5]
Formula: C24H27FO3P2W
Source: the Open Molecules 2025 dataset
Level of theory: wB97M-V/def2-TZVPD

The HOMO-LUMO gap comes out at 6.22 eV. Its HOMO energy is -0.523 Eh. Its net charge is +2. The energy above the lowest of the compared OMol25 structures with the same formula, charge and spin comes out at 0.922 eV. The value obtained for the max |F| is 0.7 eV/A. For the total energy, the calculation gives -54576.0269 eV.

XYZ file:
```
58
C24H27FO3P2W, DFT wB97M-V/def2-TZVPD
W 0.681 0.109 0.838
C 4.084 -0.815 1.586
P 3.080 -0.090 0.274
C 3.361 -1.085 -1.208
C 3.713 1.575 -0.066
C 5.071 1.772 -0.302
C 5.558 3.038 -0.589
C 4.689 4.120 -0.646
C 3.335 3.935 -0.414
C 2.837 2.667 -0.121
P 1.061 2.460 0.181
C 0.193 2.951 -1.328
C 0.601 3.648 1.463
H 5.134 -0.849 1.297
H 3.728 -1.830 1.770
H 3.975 -0.231 2.499
H 4.423 -1.086 -1.454
H 2.790 -0.679 -2.041
H 3.029 -2.104 -1.012
H 5.757 0.934 -0.263
H 6.615 3.179 -0.770
H 5.066 5.109 -0.870
H 2.669 4.789 -0.461
H 0.498 3.957 -1.616
H -0.882 2.942 -1.145
H 0.434 2.260 -2.136
H 0.871 4.659 1.159
H 1.122 3.406 2.389
H -0.475 3.598 1.630
O -1.594 -0.126 0.797
C -1.948 -1.466 0.207
C -0.449 -1.822 0.100
O 0.208 -2.331 0.985
O 0.210 -0.936 -0.711
C -2.629 -1.299 -1.133
C -2.525 -0.122 -1.868
C -3.148 -0.018 -3.102
C -3.857 -1.095 -3.615
C -3.952 -2.273 -2.890
C -3.349 -2.376 -1.645
C -2.761 -2.248 1.208
C -2.379 -3.472 1.740
C -3.222 -4.128 2.628
C -4.432 -3.564 2.996
C -4.822 -2.344 2.457
C -3.997 -1.698 1.555
H -2.380 0.371 1.071
H -1.965 0.715 -1.474
H -3.083 0.903 -3.666
H -4.342 -1.015 -4.578
H -4.509 -3.114 -3.282
H -3.447 -3.285 -1.065
H -1.440 -3.931 1.470
H -2.926 -5.086 3.034
H -5.081 -4.078 3.692
H -5.776 -1.907 2.722
H -4.334 -0.778 1.084
F 0.913 0.186 2.634
```

[6]
Formula: C24H27IrN6O4S3SeSi
Source: the Open Molecules 2025 dataset
Level of theory: wB97M-V/def2-TZVPD

The HOMO-LUMO gap (spin up / spin down) comes out at 6.44 / 3.27 eV. Its HOMO energy (spin up / spin down) is -0.370 / -0.370 Eh. Its net charge is +1. The multiplicity is 2. The energy above the lowest of the compared OMol25 structures with the same formula, charge and spin comes out at 0.000 eV. The value obtained for the max |F| is 0.8 eV/A. For the total energy, the calculation gives -151021.1528 eV.

XYZ file:
```
67
C24H27IrN6O4S3SeSi, DFT wB97M-V/def2-TZVPD
Ir 0.082 0.400 0.187
O -0.664 2.140 -0.389
C -1.678 2.795 0.159
C -1.765 4.169 -0.118
C -2.781 4.936 0.398
C -3.752 4.359 1.219
C -3.685 3.015 1.493
C -2.665 2.204 0.970
C -2.677 0.777 1.239
N -1.729 -0.118 0.958
C -2.170 -1.352 1.401
C -3.399 -1.206 1.941
N -3.703 0.130 1.831
H -0.994 4.601 -0.743
H -2.820 5.995 0.177
H -4.546 4.961 1.640
H -4.441 2.589 2.141
H -1.586 -2.245 1.279
H -4.076 -1.918 2.376
H -4.563 0.559 2.122
S 0.955 -1.766 0.595
C 2.158 -2.106 -0.574
N 3.285 -2.711 -0.267
C 4.297 -2.840 -1.320
C 3.537 -2.732 -2.639
S 2.019 -1.787 -2.263
H 3.498 -2.894 0.705
H 4.813 -3.794 -1.231
H 5.030 -2.036 -1.213
H 3.237 -3.705 -3.022
H 4.116 -2.209 -3.396
C 3.751 1.883 3.495
Si 2.503 0.498 3.567
C 3.311 -1.115 3.056
C 1.783 0.312 5.274
Se 0.663 1.278 2.348
H 4.549 1.731 4.226
H 3.272 2.840 3.708
H 4.207 1.957 2.505
H 4.079 -1.338 3.803
H 3.816 -1.057 2.090
H 2.590 -1.931 3.051
H 2.575 0.131 6.005
H 1.079 -0.520 5.310
H 1.250 1.216 5.574
O 7.379 -2.172 -2.440
S 8.220 -1.238 -3.168
O 9.225 -0.627 -2.319
O 8.777 -1.826 -4.367
C 7.126 0.097 -3.687
N 7.413 0.726 -4.811
C 6.543 1.665 -5.173
C 5.400 1.948 -4.436
C 5.228 1.239 -3.257
N 6.110 0.313 -2.880
C 4.046 1.340 -2.367
C 4.156 0.868 -1.062
C 3.026 0.759 -0.289
N 1.806 1.037 -0.764
C 1.705 1.598 -1.975
C 2.803 1.789 -2.793
H 6.762 2.200 -6.089
H 4.705 2.705 -4.770
H 5.118 0.561 -0.676
H 3.057 0.374 0.718
H 0.707 1.860 -2.296
H 2.649 2.196 -3.782
```

[7]
Formula: C24H27MnN3O3PTe
Source: the Open Molecules 2025 dataset
Level of theory: wB97M-V/def2-TZVPD

The HOMO-LUMO gap (spin up / spin down) comes out at 5.42 / 5.17 eV. Its HOMO energy (spin up / spin down) is -0.112 / -0.103 Eh. Its net charge is -1. The multiplicity is 2. The energy above the lowest of the compared OMol25 structures with the same formula, charge and spin comes out at 0.760 eV. The value obtained for the max |F| is 1.5 eV/A. For the total energy, the calculation gives -83839.5358 eV.

XYZ file:
```
60
C24H27MnN3O3PTe, DFT wB97M-V/def2-TZVPD
Mn 0.574 0.746 0.727
O -4.486 0.127 0.001
C -4.257 1.191 -0.776
C -5.228 1.539 -1.714
C -5.042 2.616 -2.562
C -3.884 3.378 -2.485
C -2.915 3.043 -1.555
C -3.072 1.958 -0.693
C -1.941 1.548 0.159
O -0.769 2.088 0.033
N -2.119 0.512 0.948
N -0.918 0.048 1.428
C -1.053 -1.160 2.169
C -0.106 -1.354 3.253
C -0.442 -2.203 4.310
C 0.399 -2.407 5.374
C 1.615 -1.705 5.386
C 1.937 -0.907 4.337
N 1.122 -0.724 3.253
H -3.642 -0.020 0.533
H -6.126 0.935 -1.758
H -5.803 2.862 -3.295
H -3.731 4.220 -3.149
H -1.997 3.613 -1.484
H -2.079 -1.335 2.490
H -1.400 -2.702 4.270
H 0.121 -3.071 6.179
H 2.297 -1.782 6.221
H 2.867 -0.359 4.310
C 3.584 1.397 2.073
O 2.210 1.103 2.192
C 1.731 -0.271 1.972
C 2.828 -1.269 1.628
H 3.994 1.074 1.111
H 4.175 0.938 2.875
H 3.682 2.480 2.144
H 3.607 -1.341 2.400
H 3.281 -1.035 0.668
H 2.346 -2.244 1.540
C 0.891 2.060 -2.434
P 1.402 0.647 -1.355
C 3.184 0.644 -1.876
C 0.751 -0.704 -2.409
C -0.626 -0.733 -2.628
C -1.210 -1.752 -3.359
C -0.420 -2.765 -3.888
C 0.948 -2.751 -3.666
C 1.529 -1.737 -2.918
H 1.237 1.921 -3.460
H 1.303 2.987 -2.030
H -0.193 2.136 -2.415
H 3.287 0.572 -2.960
H 3.723 -0.178 -1.403
H 3.630 1.581 -1.536
H -1.253 0.042 -2.199
H -2.283 -1.776 -3.497
H -0.873 -3.569 -4.454
H 1.570 -3.541 -4.072
H 2.596 -1.771 -2.733
Te -0.553 -2.844 0.776
```

[8]
Formula: C24H27N2O2
Source: the Open Molecules 2025 dataset
Level of theory: wB97M-V/def2-TZVPD

The HOMO-LUMO gap comes out at 7.72 eV. Its HOMO energy is -0.422 Eh. Its net charge is +1. The energy above the lowest of the compared OMol25 structures with the same formula, charge and spin comes out at 3.394 eV. The SMILES is CO[C@H](c1ccc(C)cc1)[C@H](C(=O)c1ccccc1)[n+]1ccc(N(C)C)cc1. The value obtained for the max |F| is 2.8 eV/A. For the total energy, the calculation gives -32393.0857 eV.

XYZ file:
```
55
C24H27N2O2, DFT wB97M-V/def2-TZVPD
C -1.582 -1.946 -3.168
O -0.526 -1.839 -2.260
C -0.202 -0.674 -1.535
C 1.257 -0.365 -1.706
C 1.696 0.970 -1.900
C 3.068 1.231 -2.069
C 4.006 0.196 -2.087
C 5.471 0.549 -1.971
C 3.550 -1.120 -1.975
C 2.186 -1.407 -1.820
C -0.664 -0.752 0.032
C -2.136 -1.088 -0.112
O -3.058 -0.273 -0.259
C -2.545 -2.488 0.003
C -3.713 -2.863 -0.703
C -4.060 -4.201 -0.851
C -3.265 -5.230 -0.310
C -2.144 -4.841 0.431
C -1.788 -3.498 0.624
N -0.561 0.413 0.961
C -1.465 1.429 0.937
C -1.253 2.591 1.607
C -0.157 2.727 2.465
N 0.120 3.950 3.050
C -0.803 4.674 3.881
C 1.353 4.623 2.747
C 0.607 1.537 2.696
C 0.340 0.369 1.996
H -1.875 -3.016 -3.110
H -2.418 -1.277 -2.924
H -1.212 -1.750 -4.192
H -0.837 0.179 -1.863
H 0.971 1.794 -2.038
H 3.449 2.269 -2.135
H 6.085 -0.346 -1.945
H 5.792 1.093 -2.861
H 5.699 1.183 -1.097
H 4.292 -1.907 -1.936
H 1.838 -2.434 -1.920
H -0.239 -1.575 0.601
H -4.276 -2.037 -1.165
H -4.957 -4.415 -1.438
H -3.571 -6.280 -0.452
H -1.492 -5.618 0.845
H -0.911 -3.264 1.245
H -2.351 1.243 0.372
H -1.941 3.370 1.315
H -1.617 4.027 4.209
H -0.333 5.072 4.796
H -1.272 5.534 3.381
H 1.983 3.968 2.147
H 1.186 5.534 2.148
H 1.931 4.888 3.642
H 1.447 1.631 3.398
H 0.897 -0.538 2.268
```